[1]
Entry from the Open Molecules 2025 dataset: a structure of composition C36H39N6O3SSbTi (ωB97M-V/def2-TZVPD).

```
87
Properties=species:S:1:pos:R:3:mulliken_charge:R:1
Ti -1.1218 0.1341 -0.2795 -1.11
S 0.9829 0.8222 -0.4523 0.48
Sb 3.4599 0.8750 -0.5982 1.88
C 4.0276 -0.5936 0.7595 1.09
C 5.2250 -0.4200 1.4517 -0.69
C 5.6815 -1.4578 2.2565 -0.77
C 4.9488 -2.6322 2.3589 -0.63
C 3.7548 -2.7887 1.6587 -0.71
C 3.2828 -1.7668 0.8492 -0.59
C 3.8943 2.8518 -0.2075 0.68
C 3.6632 3.7798 -1.2243 -0.61
C 4.0085 5.1011 -0.9866 -0.79
C 4.5701 5.4675 0.2338 -0.53
C 4.7807 4.5281 1.2378 -0.71
C 4.4373 3.2004 1.0297 -0.40
C 3.8352 0.2838 -2.5489 0.88
C 3.4514 -0.9963 -2.9521 -0.65
C 3.8124 -1.4288 -4.2171 -0.66
C 4.5517 -0.5958 -5.0547 -0.60
C 4.9404 0.6692 -4.6363 -0.77
C 4.5841 1.1251 -3.3722 -0.55
H 5.8139 0.4853 1.3632 0.50
H 6.6150 -1.3479 2.7935 0.47
H 5.3150 -3.4394 2.9806 0.45
H 3.2024 -3.7166 1.7356 0.44
H 2.3583 -1.8913 0.2978 0.26
H 3.2280 3.4956 -2.1739 0.52
H 3.8477 5.8444 -1.7572 0.44
H 4.8472 6.5002 0.4040 0.44
H 5.2161 4.8276 2.1829 0.44
H 4.5946 2.4705 1.8133 0.45
H 2.9165 -1.6620 -2.2842 0.40
H 3.5427 -2.4243 -4.5464 0.45
H 4.8412 -0.9467 -6.0371 0.43
H 5.5301 1.3016 -5.2873 0.44
H 4.9111 2.1027 -3.0432 0.56
N -1.9251 1.9498 3.3986 0.06
C -2.1728 1.6782 2.1348 -0.81
N -1.3283 0.7601 1.6426 0.95
C -0.4421 0.4444 2.7177 -0.17
C 0.6392 -0.4281 2.8035 0.57
C 1.2871 -0.5106 4.0214 -1.04
C 0.8799 0.2482 5.1305 -0.72
C -0.1925 1.1130 5.0525 -1.13
C -0.8328 1.1845 3.8240 0.26
H -2.4358 2.6207 3.9580 0.30
H -2.9373 2.1798 1.5671 0.63
H 0.9680 -1.0226 1.9628 0.28
H 2.1311 -1.1815 4.1233 0.53
H 1.4132 0.1499 6.0663 0.48
H -0.5119 1.7008 5.9038 0.48
N -1.0314 0.1205 -2.5737 -0.52
H -0.1199 -0.1647 -2.9250 0.22
H -1.1231 1.1016 -2.8375 0.31
H -1.7288 -0.3885 -3.1144 0.30
N -4.8305 -5.2872 -0.5618 -0.27
C -4.4630 -4.0172 -0.6363 0.03
O -5.1905 -3.0791 -0.9564 -0.72
C -3.0431 -3.6174 -0.3066 0.49
C -2.1126 -3.4285 -1.3280 -0.64
C -1.0555 -2.5831 -1.0992 -0.41
N -0.8782 -1.9337 0.0820 -0.21
C -1.6389 -2.3437 1.1274 -0.15
C -2.7157 -3.1872 0.9750 -0.56
H -5.7834 -5.5434 -0.7856 0.31
H -4.1929 -6.0228 -0.3004 0.23
H -2.2468 -3.8808 -2.3036 0.56
H -0.3331 -2.3777 -1.8775 0.69
H -1.3858 -1.9356 2.0963 0.51
H -3.3352 -3.4300 1.8295 0.58
O -2.5093 1.5472 -0.7685 -0.52
C -3.4439 0.6710 -0.8398 1.07
O -3.1341 -0.5103 -0.5394 -0.35
C -4.8290 1.0174 -1.3138 0.09
N -5.6911 -0.2288 -1.3685 0.08
C -6.7791 -0.0628 -0.3227 -0.51
C -7.0120 1.4357 -0.3268 -0.75
C -5.5918 2.0140 -0.4051 -0.48
H -4.7286 1.4193 -2.3221 0.44
H -5.1788 -1.1195 -1.2272 0.06
H -6.1345 -0.2913 -2.2862 0.49
H -6.3660 -0.4176 0.6200 0.23
H -7.6320 -0.6783 -0.5949 0.48
H -7.5457 1.7662 0.5606 0.42
H -7.6005 1.7320 -1.1970 0.31
H -5.1463 2.0418 0.5903 0.18
H -5.5593 3.0178 -0.8182 0.44
```

highest occupied orbital energy	-18.40	eV
charge	+4
LUMO energy	-0.4389	Ha
HOMO-LUMO gap	6.4592	eV
2S+1	1

***

[2]
Entry from the Open Molecules 2025 dataset: an isolated molecule of C3H2Cl3N (ωB97M-V/def2-TZVPD).

```
9
Properties=species:S:1:pos:R:3:mulliken_charge:R:1
C -0.8775 -1.8041 0.8189 0.28
C -0.3010 0.5125 0.2228 -0.48
C -1.2742 -0.5078 0.6566 0.29
N -0.5448 -2.8145 1.2745 -0.34
Cl 0.5168 1.2898 1.7463 -0.16
Cl -4.8326 0.3401 -0.7858 -0.21
Cl -2.9512 -0.2364 0.8057 -0.02
H 0.5078 -0.0318 -0.2270 0.32
H -0.6466 1.4879 -0.2483 0.33
```

highest occupied orbital energy (alpha / beta)	-11.34 / -9.85	eV
LUMO energy (alpha / beta)	-0.0981 / -0.1265	Ha
HOMO-LUMO gap (alpha / beta)	8.6673 / 6.4025	eV
2S+1	1

***

[3]
Entry from the Open Molecules 2025 dataset: a cluster of 2 separate species, C3H9NO in total (ωB97M-V/def2-TZVPD).

```
14
Properties=species:S:1:pos:R:3:mulliken_charge:R:1
C 2.0739 0.1609 1.0721 -0.19
O 1.6087 0.3926 2.1400 -0.40
H 2.5676 -0.8041 0.8684 0.27
H 2.0576 0.8482 0.2171 0.30
C -0.2107 -1.0194 -0.7327 -1.10
C -1.3041 0.0232 -0.5554 -0.25
N -0.8023 1.2859 -0.0185 -0.53
H -0.5973 -1.8492 -1.3326 0.37
H -0.0299 -1.4268 0.2622 0.24
H 0.6712 -0.6774 -1.2667 0.28
H -2.0621 -0.4233 0.1075 0.22
H -1.8599 0.1892 -1.4765 0.38
H -0.6462 1.2854 0.9701 0.20
H -1.4665 2.0149 -0.2550 0.20
```

highest occupied orbital energy	-9.24	eV
SMILES	C=O.CCN
LUMO energy	0.0372	Ha
HOMO-LUMO gap	10.2544	eV
2S+1	1

***

[4]
Entry from the Open Molecules 2025 dataset: a structure of composition C39H59BGe2MnN6 (ωB97M-V/def2-TZVPD).

```
108
Properties=species:S:1:pos:R:3:mulliken_charge:R:1
Mn -0.1018 -1.2695 0.1846 -0.56
C 4.2938 -3.8544 -1.1384 -1.51
C 2.9268 -3.6953 -0.5646 0.87
C 2.1132 -4.6598 0.0287 -1.48
C 0.9491 -4.0196 0.4154 -0.66
N 1.0573 -2.7203 0.0402 1.26
N 2.2743 -2.5248 -0.5457 -0.11
B 2.6972 -1.0815 -0.9625 -0.45
N 2.5339 -0.2197 0.3105 0.59
N 1.3508 -0.3328 0.9916 1.75
C 1.5323 0.2137 2.2278 -1.31
C 2.8051 0.7365 2.2858 -0.72
C 3.4175 0.4319 1.0676 0.36
C 4.8072 0.7335 0.6209 -1.58
C 0.5794 -0.0240 3.3612 2.57
C -0.8730 0.0232 2.8865 -0.08
C 0.7665 1.0131 4.4697 -1.99
C 0.9323 -1.4195 3.9253 -1.72
N 1.6262 -0.5894 -1.9561 0.44
N 0.3331 -0.8146 -1.6064 1.73
C -0.4384 -0.6620 -2.7167 -0.94
C 0.3788 -0.2711 -3.7562 -1.12
C 1.6781 -0.2377 -3.2462 0.67
C 2.9523 0.0959 -3.9414 -1.61
C -1.8716 -1.0970 -2.7152 2.20
C -2.0388 -2.2231 -3.7521 -1.98
C -2.1862 -1.6524 -1.3310 -2.13
C -2.8187 0.0506 -3.0617 -0.97
C -0.2540 -4.5672 1.1263 2.39
C 0.2080 -5.3147 2.3872 -1.66
C -1.1952 -3.4344 1.5416 -1.81
C -0.9968 -5.5406 0.1951 -1.73
H 4.5872 -4.8998 -1.1061 0.43
H 5.0238 -3.2744 -0.5719 0.31
H 4.3298 -3.5118 -2.1725 0.32
H 2.3590 -5.7000 0.1705 0.60
H 3.7975 -1.0605 -1.4161 0.02
H 3.2561 1.2603 3.1125 0.61
H 5.2672 1.4406 1.3067 0.49
H 4.8223 1.1520 -0.3855 0.30
H 5.4171 -0.1715 0.6112 0.31
H -1.1969 1.0519 2.7417 -0.49
H -1.5319 -0.4468 3.6176 0.75
H -1.0624 -0.5036 1.9243 -0.64
H 0.6619 2.0292 4.0848 0.30
H 1.7465 0.9138 4.9363 0.49
H 0.0179 0.8582 5.2492 0.43
H 0.9560 -2.1808 3.1463 0.22
H 0.2156 -1.7130 4.6948 0.47
H 1.9249 -1.3994 4.3764 0.45
H 0.0815 -0.0481 -4.7686 0.69
H 2.7410 0.5782 -4.8928 0.46
H 3.5316 -0.8070 -4.1435 0.34
H 3.5734 0.7560 -3.3358 0.31
H -1.2810 -3.0004 -3.6291 0.37
H -1.9580 -1.8258 -4.7642 0.46
H -3.0253 -2.6794 -3.6501 0.48
H -1.5314 -2.5114 -1.1324 0.45
H -3.2102 -2.0185 -1.2489 0.92
H -2.0992 -0.8536 -0.5516 0.05
H -2.5478 0.5022 -4.0166 0.37
H -2.7871 0.8255 -2.2998 -0.25
H -3.8408 -0.3253 -3.1430 0.59
H 0.7489 -4.6564 3.0706 0.29
H 0.8601 -6.1498 2.1318 0.41
H -0.6589 -5.7182 2.9129 0.51
H -0.6614 -2.6638 2.1123 0.09
H -1.9705 -3.8057 2.2132 0.69
H -1.7381 -3.0128 0.6921 0.12
H -0.3951 -6.4301 0.0075 0.41
H -1.2285 -5.0809 -0.7701 0.28
H -1.9321 -5.8600 0.6583 0.48
C -4.7287 1.3291 -0.3638 -1.11
Ge -3.6758 2.4336 0.8079 1.11
C -3.7592 1.8070 2.6256 -1.22
C -3.8636 4.3470 0.6093 -0.93
Ge -1.1347 2.3763 -0.0528 -3.13
C -0.8350 2.9037 -1.8663 1.64
C -1.9681 3.4177 -2.5110 -0.16
C -1.8611 4.0151 -3.7594 -1.01
C -0.6251 4.0652 -4.3889 -0.82
C 0.5019 3.5231 -3.7741 -0.81
C 0.4023 2.9492 -2.5202 0.39
C 0.1867 3.1945 1.0542 1.51
C 1.5369 3.3672 0.7243 0.31
C 2.3391 4.1805 1.5035 -0.87
C 1.8045 4.8442 2.6072 -0.71
C 0.4714 4.6736 2.9519 -0.86
C -0.3292 3.8319 2.1910 -0.23
H -5.7679 1.4940 -0.0620 0.53
H -4.5086 0.2712 -0.2330 0.25
H -4.6376 1.6079 -1.4089 0.38
H -4.7901 1.9947 2.9425 0.54
H -3.1028 2.3545 3.2992 0.36
H -3.5765 0.7386 2.7038 0.32
H -4.8496 4.6016 1.0089 0.50
H -3.8226 4.6613 -0.4306 0.37
H -3.1111 4.8861 1.1820 0.37
H -2.9393 3.3651 -2.0320 0.27
H -2.7379 4.4256 -4.2432 0.49
H -0.5376 4.5203 -5.3673 0.45
H 1.4597 3.5646 -4.2779 0.52
H 1.2910 2.5473 -2.0515 0.06
H 1.9616 2.8800 -0.1425 0.18
H 3.3825 4.3186 1.2485 0.52
H 2.4333 5.4971 3.1987 0.44
H 0.0593 5.1868 3.8116 0.51
H -1.3695 3.6941 2.4711 0.28
```

highest occupied orbital energy (alpha / beta)	-16.54 / -16.54	eV
charge	+3
LUMO energy (alpha / beta)	-0.3780 / -0.3674	Ha
HOMO-LUMO gap (alpha / beta)	6.2575 / 6.5410	eV
2S+1	3

***

Table of energy above the lowest of the compared OMol25 structures with the same formula, charge and spin (kcal per mole), in record order: 4.3 66.4 38.1 0.0
Table of maximum force (eV/Å), in record order: 1.84 2.38 1.26 1.25